3 unconnected molecules or ions with the total composition C4H9NS. Source: the Open Molecules 2025 dataset; level of theory: the ωB97M-V functional and the def2-TZVPD basis.

CARTESIAN COORDINATES (ANGSTROEM)
C: 2.17362 -2.53843 0.24824
C: -4.02013 0.16278 0.41508
C: -3.42648 -0.05290 -0.71645
C: 2.81883 1.53992 -0.00060
N: 1.83410 0.54224 0.33516
S: 1.05814 -0.25158 -0.75046
H: 3.25724 -2.36826 0.14897
H: 1.98440 -2.49300 1.36740
H: -5.09025 0.43342 0.34889
H: -3.63691 -0.05767 1.37873
H: -2.27855 0.01912 -0.88318
H: -3.96535 -0.00157 -1.66043
H: 3.16830 1.26591 -1.03325
H: 3.67804 1.28893 0.71253
H: 2.44498 2.51110 0.08939

Output
Molecular weight = 103.190 g/mol
Calculated total energy = -16611.22780 eV
Total charge = 0
Energy above the lowest of the compared OMol25 structures with the same formula, charge and spin = 793.8 kJ/mol

=====

A molecular structure, C6H9NO2. Source: the Open Molecules 2025 dataset; level of theory: the ωB97M-V functional and the def2-TZVPD basis.

CARTESIAN COORDINATES (ANGSTROEM)
C: -1.77221 -1.28349 -1.11178
N: 0.28689 2.02964 0.62969
C: -0.78999 0.32952 0.56118
C: 0.36977 0.22472 1.39529
C: -0.52127 -0.57757 -0.67885
C: 1.33223 -0.46680 1.93383
C: 0.64571 -0.68048 -1.32155
O: 1.32945 2.26284 -0.27652
O: -1.93889 0.64929 0.90418
H: 2.06336 2.52751 0.29899
H: -0.55141 2.42272 0.19216
H: -1.59141 -1.88448 -2.00578
H: -2.56639 -0.56226 -1.31467
H: -2.13922 -1.93892 -0.31843
H: 1.46563 -1.52546 1.73315
H: 2.07032 0.04096 2.55032
H: 0.72924 -1.29753 -2.20982
H: 1.57820 -0.27022 -0.96140

Output
Molecular weight = 127.143 g/mol
Calculated total energy = -11946.15506 eV
Total charge = 0
Energy above the lowest of the compared OMol25 structures with the same formula, charge and spin = 691.2 kJ/mol

=====

A molecular structure, C26H42CsN6O7S3. Source: the Open Molecules 2025 dataset; level of theory: the ωB97M-V functional and the def2-TZVPD basis.

CARTESIAN COORDINATES (ANGSTROEM)
Cs: 0.57797 -0.39975 -0.44258
C: 3.44207 -2.36885 -3.90886
C: 3.41288 -1.72811 -2.55117
N: 3.03854 -2.30382 -1.47682
N: 2.44904 -3.54043 -1.66461
C: 1.98548 -4.20675 -0.55685
N: 0.85397 -4.91974 -0.82032
S: 2.69847 -4.17109 0.92942
C: 3.67668 -0.26347 -2.43105
C: 3.28896 0.56069 -3.48690
C: 3.31846 1.93480 -3.30713
C: 3.75952 2.43775 -2.09648
C: 4.16606 1.53856 -1.12085
N: 4.12207 0.21973 -1.26970
H: 2.45611 -2.32608 -4.37630
H: 3.72245 -3.41750 -3.80626
H: 4.16129 -1.86813 -4.55512
H: 1.78878 -3.51807 -2.43845
H: 0.22204 -4.57752 -1.53188
H: 0.42816 -5.34210 -0.01323
H: 2.92359 0.13285 -4.41090
H: 2.96800 2.60644 -4.07942
H: 3.74626 3.50160 -1.90712
H: 4.49932 1.89586 -0.15318
N: -0.62790 2.74664 -1.41129
C: 0.01664 3.06236 -2.57336
N: -0.41197 2.36867 -3.67266
O: 0.89439 3.91727 -2.62739
H: -1.29494 1.99446 -1.37127
H: -0.21463 3.04833 -0.54598
H: -0.80215 1.44057 -3.54126
H: 0.14091 2.53269 -4.49507
C: -5.77516 -4.57303 1.59834
C: -4.86292 -3.38041 1.72772
C: -4.02708 -3.24119 2.82881
C: -3.15312 -2.16689 2.94476
C: -2.23546 -2.04308 4.13141
C: -3.12997 -1.19974 1.93892
C: -3.96214 -1.31536 0.82597
C: -3.91442 -0.28548 -0.27180
C: -4.81716 -2.40892 0.73625
C: -2.17077 -0.02942 2.06303
O: -2.63254 1.08228 2.38033
O: -0.95663 -0.29235 1.83006
H: -6.15628 -4.88506 2.57201
H: -5.24816 -5.42553 1.16230
H: -6.62621 -4.34776 0.95468
H: -4.05645 -3.98810 3.61733
H: -2.47725 -2.78680 4.89164
H: -2.30951 -1.04941 4.57829
H: -1.19695 -2.17728 3.82320
H: -3.84939 0.71821 0.14951
H: -4.80208 -0.34587 -0.90269
H: -3.04770 -0.44222 -0.92041
H: -5.46658 -2.50773 -0.12853
C: -0.29513 -0.97778 -5.16994
S: -0.72326 -1.50512 -3.52811
O: -1.16917 -0.29583 -2.81765
O: -1.72872 -2.52842 -3.68447
O: 0.52960 -1.97674 -2.91896
H: -1.19104 -0.58247 -5.64338
H: 0.06342 -1.85231 -5.70914
H: 0.48086 -0.21643 -5.10725
C: -0.05897 5.64032 1.41279
C: 0.67977 5.06371 2.61686
C: 1.63403 3.93689 2.25156
S: 0.80667 2.38741 1.77569
O: 1.93088 1.53946 1.23024
C: 0.38113 1.81322 3.45300
C: 1.28660 0.69957 3.94663
C: 2.71304 1.11938 4.28374
H: -0.71151 6.46064 1.71409
H: -0.68136 4.89307 0.91956
H: 0.64738 6.02135 0.67278
H: -0.03916 4.71622 3.36398
H: 1.25995 5.85599 3.09733
H: 2.32169 3.68792 3.06107
H: 2.21790 4.18262 1.36095
H: -0.64932 1.47870 3.36742
H: 0.42463 2.70201 4.08908
H: 1.28999 -0.09111 3.19665
H: 0.80951 0.27774 4.83613
H: 3.24018 1.45646 3.39123
H: 3.26904 0.27450 4.69374
H: 2.72879 1.92226 5.02726

Output
Molecular weight = 779.763 g/mol
Calculated total energy = -83976.38183 eV
Total charge = -1
Energy above the lowest of the compared OMol25 structures with the same formula, charge and spin = 39.6 kJ/mol

=====

6 unconnected molecules or ions with the total composition C4H19NO7. Source: the Open Molecules 2025 dataset; level of theory: the ωB97M-V functional and the def2-TZVPD basis.

CARTESIAN COORDINATES (ANGSTROEM)
O: -0.29833 -0.69089 1.40817
C: -0.17937 0.48522 1.70476
O: 0.36747 0.74354 2.99410
C: -0.43716 1.77337 0.97034
C: 0.77336 2.29589 0.23988
C: 1.12673 1.41854 -1.13479
N: 2.32749 1.83238 -1.76313
H: 0.70593 0.05537 3.53164
H: -0.98788 2.41238 1.75260
H: -1.26923 1.51465 0.19820
H: 1.64630 2.35452 0.79201
H: 0.62986 3.20784 -0.23207
H: 0.23669 1.39730 -1.90007
H: 1.16628 0.37375 -0.61851
H: 3.05783 1.16827 -1.72432
H: 2.25377 2.42812 -2.59522
H: -2.95915 2.09583 -2.08544
H: -1.77252 2.38239 -3.09277
O: -1.92270 1.87333 -2.28536
H: 0.14966 -3.62029 -0.58074
H: 1.17676 -3.20980 0.51498
O: 1.07429 -3.85382 -0.30208
H: -3.68808 -0.64460 -1.13063
H: -3.75749 0.64199 -0.07095
O: -3.18346 0.07169 -0.65972
H: 1.86865 -2.15472 -0.67200
H: 3.33953 -2.27437 -1.01415
O: 2.69801 -1.70723 -0.49297
H: -1.67540 -1.98268 0.25902
H: -1.24288 -2.98427 1.39900
O: -1.59433 -2.91493 0.45413

Output
SMILES = NCCCC(=O)O.O.O.O.O.O
Molecular weight = 193.196 g/mol
Calculated total energy = -20277.31637 eV
Total charge = 0
Energy above the lowest of the compared OMol25 structures with the same formula, charge and spin = 303.3 kJ/mol

=====

2 unconnected molecules or ions with the total composition C5H11NO. Source: the Open Molecules 2025 dataset; level of theory: the ωB97M-V functional and the def2-TZVPD basis.

CARTESIAN COORDINATES (ANGSTROEM)
C: 2.75577 0.43574 -0.01046
O: 1.56262 0.72366 -0.70244
C: 0.65413 -0.32466 -0.62671
C: -0.12307 -0.67111 0.67460
N: -1.26130 -0.51051 -0.07962
C: -2.63762 -0.83421 0.22582
C: -0.70487 -0.08033 -1.21729
H: 3.39150 1.32106 -0.07813
H: 3.28657 -0.42148 -0.45722
H: 2.55710 0.21779 1.04794
H: 1.08561 -1.26685 -1.01374
H: -0.02160 -1.60336 1.24132
H: -0.06482 2.31322 0.31079
H: -2.88009 -0.46009 1.22258
H: -2.76255 -1.92046 0.20338
H: -3.28957 -0.37870 -0.52241
H: -0.62047 2.80913 0.27545
H: -1.11369 0.68029 -1.87402

Output
Molecular weight = 101.149 g/mol
Calculated total energy = -8896.02539 eV
Total charge = 0
Energy above the lowest of the compared OMol25 structures with the same formula, charge and spin = 547.3 kJ/mol

=====

2 unconnected molecules or ions with the total composition C3H8O2S2. Source: the Open Molecules 2025 dataset; level of theory: the ωB97M-V functional and the def2-TZVPD basis.

CARTESIAN COORDINATES (ANGSTROEM)
C: -1.28670 0.18584 0.08803
C: 0.57755 0.78346 1.54353
C: 0.05076 0.81462 0.32734
O: 3.67611 -0.24662 -1.63854
O: 1.62935 -0.98733 -0.59369
S: 3.69370 0.13775 1.14896
S: 2.61922 0.00040 -0.45178
H: -2.18977 0.66206 -0.37630
H: -1.26016 -0.66633 -0.61313
H: -1.71954 -0.39299 0.88391
H: 3.88639 -1.21771 -1.59001
H: 0.14003 0.20014 2.23116
H: 1.48527 1.34870 1.69539
H: 0.50040 1.53177 -0.37926
H: 2.04295 1.26869 -0.96200

Output
SMILES = O=[S@H](O)=S.C=CC
Molecular weight = 140.229 g/mol
Calculated total energy = -29002.40930 eV
Total charge = 0
Energy above the lowest of the compared OMol25 structures with the same formula, charge and spin = 428.3 kJ/mol